No. 1
A 2-piece molecular cluster, C3H4ClNO2 overall. Source: the Open Molecules 2025 dataset; level of theory: the ωB97M-V functional and the def2-TZVPD basis.

Each line ends with the Löwdin charge.
Element x y z (Å)
O 1.06251 -1.38263 1.54839  0.04
H -2.10473 2.20450 0.81237  0.07
O -0.18534 -1.80296 -0.79556  -0.02
H 0.42854 0.08074 -1.31292  0.13
N -1.33793 1.62232 0.48210  0.08
Cl -2.69316 -0.72747 0.47764  0.71
C 0.24690 -0.57073 -0.47501  -0.23
H 1.39676 0.54198 0.99592  0.13
C -1.47003 0.42136 0.30152  -0.74
C 0.97412 -0.44766 0.78000  -0.27
H -0.08447 -2.34952 0.00836  0.11

Force components x, y, z for each atom (eV/Å):
-0.01 -0.05 -0.10
-0.23 -0.27 0.03
0.36 -0.21 0.04
0.16 0.10 -0.08
-0.09 1.04 0.15
-0.70 -0.31 0.19
-3.27 0.69 0.80
-0.01 0.05 0.12
3.49 -1.28 -1.30
0.24 0.15 0.32
0.06 0.08 -0.16

Output
ΔE to the lowest compared entry with this formula, charge and spin (kcal/mol): 61.0
2S+1: 1
E_HOMO (Ha): -0.32878
E (Eh): -782.05786

=====

No. 2
One molecule with the formula C12H12FN3OS2. Source: the Open Molecules 2025 dataset; level of theory: the ωB97M-V functional and the def2-TZVPD basis.

Each line ends with the Löwdin charge.
Element x y z (Å)
C 0.23753 -0.93852 -2.13293  -0.39
C -1.82533 -0.03008 -3.24698  -0.24
N -0.18943 0.52319 3.48040  0.10
H -0.57700 -0.28588 3.93774  0.11
H -2.71299 -0.39735 -3.76665  0.11
C 1.93704 -0.61687 -0.37951  -0.03
H -1.07625 0.23909 -3.99555  0.11
C -0.54489 0.69940 2.19122  -0.70
N -1.70867 0.46829 0.34120  -0.07
C 0.65761 -2.36391 1.35641  -0.01
C -1.25307 -1.12926 -2.34888  -0.13
C 0.76935 -1.26554 -0.78211  -0.17
F 2.25370 -1.82662 3.00255  0.05
N -1.51440 0.08957 1.60376  0.00
O 0.96319 -0.53115 -3.01072  0.08
H -1.78573 -1.14605 -1.39927  0.09
C -2.23690 1.20333 -2.45776  -0.43
C 2.45183 -0.80576 0.88767  -0.02
C -0.89058 1.36940 -0.06913  -0.97
H 2.41568 0.05884 -1.07229  0.13
C 0.14562 -2.15487 0.09045  -0.02
H 0.73522 0.80157 3.76103  0.09
S 0.26986 1.89027 1.15688  1.02
H 0.18139 -3.04091 2.04752  0.12
H -2.67095 1.95225 -3.11984  0.07
S -0.83295 2.05727 -1.65154  0.93
C 1.79053 -1.66939 1.74225  -0.29
H -2.93732 0.95659 -1.66179  0.07
H -1.37063 -2.09850 -2.84111  0.13
H 3.33861 -0.28930 1.21942  0.12
H -0.73824 -2.69310 -0.21125  0.12

Force components x, y, z for each atom (eV/Å):
-0.21 -0.18 0.08
0.03 -0.04 0.08
0.21 0.01 0.61
0.03 -0.01 -0.01
0.01 0.00 -0.03
-0.14 -0.20 -0.05
-0.11 -0.06 -0.03
0.25 0.70 -0.89
-0.22 0.50 -1.25
0.23 -0.05 0.17
-0.04 0.14 -0.36
0.46 -0.01 0.17
0.01 -0.02 -0.08
-0.02 -0.61 1.60
0.04 -0.03 -0.04
0.03 -0.11 -0.07
0.25 0.10 0.07
0.02 -0.18 0.18
0.24 0.19 0.50
0.03 0.05 -0.06
0.20 0.15 -0.12
-0.05 -0.13 0.03
-0.85 -0.50 0.02
-0.04 -0.06 0.09
-0.04 0.02 0.08
-0.08 0.30 -0.49
-0.09 -0.03 -0.19
-0.09 0.06 -0.07
0.00 -0.07 0.03
0.09 0.05 0.07
-0.16 0.01 -0.02

Output
ΔE to the lowest compared entry with this formula, charge and spin (kcal/mol): 29.2
SMILES: Nc1nnc(SCCCC(=O)c2ccc(F)cc2)s1
2S+1: 1
E_HOMO (Ha): -0.29934
E (Eh): -1600.22103

=====

No. 3
C22H21I2N4NaS3Te as an isolated structure. Source: the Open Molecules 2025 dataset; level of theory: the ωB97M-V functional and the def2-TZVPD basis.

Each line ends with the Löwdin charge.
Element x y z (Å)
H -2.97935 2.91783 0.52142  0.11
H -1.50548 1.62476 5.86001  0.05
H 0.26092 1.13317 5.56386  0.08
H -1.06031 -0.04400 5.77913  0.08
H 2.65271 -1.20951 -3.19808  0.05
H 1.74334 -0.54205 -1.89008  -0.01
C -1.07702 0.97326 3.93767  -0.31
H 2.84330 -2.59694 3.07331  0.10
I 0.30051 4.74830 -1.04036  0.17
C -3.45101 1.58802 4.01112  -0.04
H -0.38997 -4.42023 -2.12189  0.04
H 1.09115 -5.61997 -0.87700  0.09
H -2.48210 0.77277 -4.19972  0.10
Te -0.07520 -1.86980 -3.24668  0.99
S 1.43731 2.54500 -1.68768  0.30
C -2.21023 1.61212 3.36189  -0.26
C -0.67276 1.37461 -3.10055  -0.73
H -5.23105 3.23524 1.61196  0.09
N 2.24033 -1.93318 3.61817  0.02
N -2.10972 2.00278 2.09597  0.10
C 4.17503 -4.18202 -0.99434  -0.12
S -0.84556 0.16320 -1.82969  0.32
H -0.66369 -3.00418 -0.92272  0.07
I -1.53742 6.86559 -0.19409  -0.46
C -0.25583 3.09772 -5.23613  -0.12
C 3.77013 -2.92785 -1.42656  -0.06
C -1.29394 2.13118 -5.30326  -0.12
C 3.24321 -5.24192 -0.82402  -0.10
N 0.69255 -0.32485 3.66298  -0.07
C 0.46442 2.23240 -3.08585  -0.79
C 0.59478 3.10304 -4.15739  -0.21
C 1.60648 -1.00068 2.91789  -0.97
C 2.42081 -2.62897 -1.66008  -0.33
S 2.08630 -0.76336 1.32847  0.59
H -1.79430 1.97002 -6.24728  0.08
H 1.94391 -2.14280 4.56294  0.08
H 4.55470 -2.26114 -1.85443  0.12
C -3.17984 2.62865 1.55225  -0.11
C -4.43820 2.69181 2.11365  -0.06
H -0.29091 3.90527 -5.96076  0.08
C -4.57446 2.08605 3.39835  -0.08
C 0.01137 -3.47529 -1.71557  -0.41
C 1.45712 -3.63468 -1.40440  -0.31
Na 0.08333 1.58045 1.04163  0.20
N -0.18762 0.46966 3.07183  0.00
H -3.57417 1.24729 5.04682  0.11
H 3.61085 -6.25442 -0.53475  0.09
H -5.54494 1.97757 3.84294  0.09
H 1.41637 3.81577 -4.08938  0.08
H 5.23328 -4.37244 -0.90584  0.08
C 1.89160 -4.92559 -1.06788  -0.07
C -1.56219 1.38684 -4.18206  -0.17
C -0.81076 0.97150 5.38523  -0.07
C 1.97221 -1.47599 -2.40094  -0.38

Force components x, y, z for each atom (eV/Å):
-0.30 0.41 0.20
-0.09 0.90 0.63
-0.45 0.17 0.16
0.44 0.43 0.02
0.12 -0.11 -0.36
0.27 -0.11 0.67
2.96 -0.36 -1.47
-1.00 1.18 1.05
0.33 -0.95 0.02
-0.66 0.44 1.06
-0.09 0.55 0.40
0.06 -0.59 -0.12
0.86 0.05 0.33
1.78 -3.61 -1.58
0.68 0.09 0.64
-0.86 -0.45 -0.59
0.44 -0.82 1.85
-0.02 -0.30 0.05
1.76 -2.39 0.26
-0.94 1.43 -0.28
-0.72 -1.00 -0.04
-1.19 3.41 1.59
1.12 -0.93 -0.71
-0.48 0.83 0.26
-1.03 -0.54 -0.62
0.18 0.19 -1.11
1.07 1.11 0.26
0.21 0.97 -0.09
0.65 -0.61 0.70
-1.41 0.04 -0.87
0.68 0.55 -0.04
-1.19 1.89 -0.50
-0.20 -1.73 0.53
-0.23 0.37 -0.64
-0.59 0.27 0.11
-0.04 0.03 -0.33
-0.74 -0.21 0.82
0.88 -1.09 -0.83
0.21 -0.30 1.30
0.62 -0.21 -0.21
0.34 0.72 -1.74
-0.99 1.11 -0.37
1.01 -0.72 0.06
0.03 -0.32 -0.84
-1.17 -0.19 1.30
0.37 -0.20 -0.52
-0.56 0.90 -0.28
-0.28 0.17 0.32
-0.28 0.10 -0.14
0.17 -0.11 0.12
0.69 0.29 1.01
-0.63 -0.84 -0.78
-0.33 -2.02 0.21
-1.44 2.13 -0.85

Output
Charge: -2
ΔE to the lowest compared entry with this formula, charge and spin (kcal/mol): 54.0
2S+1: 1
E_HOMO (Ha): 0.01401
E (Eh): -3290.26421

=====

Question: Among the records above, which one has the lowest ΔE to the lowest compared entry with this formula, charge and spin?
Answer: C12H12FN3OS2

=====

Question: The highest E belongs to which entry?
Answer: C3H4ClNO2

=====

Question: What is the formula in the second record?
Answer: C12H12FN3OS2

=====

Copy entry 1 word for word.
A 2-piece molecular cluster, C3H4ClNO2 overall. Source: the Open Molecules 2025 dataset; level of theory: the ωB97M-V functional and the def2-TZVPD basis.

Each line ends with the Löwdin charge.
Element x y z (Å)
O 1.06251 -1.38263 1.54839  0.04
H -2.10473 2.20450 0.81237  0.07
O -0.18534 -1.80296 -0.79556  -0.02
H 0.42854 0.08074 -1.31292  0.13
N -1.33793 1.62232 0.48210  0.08
Cl -2.69316 -0.72747 0.47764  0.71
C 0.24690 -0.57073 -0.47501  -0.23
H 1.39676 0.54198 0.99592  0.13
C -1.47003 0.42136 0.30152  -0.74
C 0.97412 -0.44766 0.78000  -0.27
H -0.08447 -2.34952 0.00836  0.11

Force components x, y, z for each atom (eV/Å):
-0.01 -0.05 -0.10
-0.23 -0.27 0.03
0.36 -0.21 0.04
0.16 0.10 -0.08
-0.09 1.04 0.15
-0.70 -0.31 0.19
-3.27 0.69 0.80
-0.01 0.05 0.12
3.49 -1.28 -1.30
0.24 0.15 0.32
0.06 0.08 -0.16

Output
ΔE to the lowest compared entry with this formula, charge and spin (kcal/mol): 61.0
2S+1: 1
E_HOMO (Ha): -0.32878
E (Eh): -782.05786